346
Properties=species:S:1:pos:R:3:forces:R:3:lowdin_charge:R:1 method="wB97M-V/def2-TZVPD" relative_energy_ev=8.263 homo_energy_ev=-11.29 charge=+4 gap_ev=4.49
C 5.0950 -1.3314 5.8985 -0.461 -0.115 0.553 -0.057
C 4.1290 -2.2963 5.1780 0.326 1.655 -1.039 -0.113
N 3.7873 -1.9002 3.6809 0.500 -1.005 0.492 -0.206
C 2.8283 -3.0326 3.1916 0.971 0.423 0.224 0.033
C 3.1483 -0.4987 3.5664 0.279 -0.526 -0.326 -0.141
C 1.9921 -0.1718 4.4989 -0.197 -0.675 -0.012 -0.042
C 5.1581 -2.0155 2.9616 -0.972 0.993 -1.824 -0.039
C 5.1465 -1.3600 1.5102 1.244 -0.162 0.509 -0.203
O 4.1822 -1.8508 0.6548 -2.659 -0.831 -0.254 -0.219
C 3.8387 -0.9760 -0.4157 0.431 0.290 0.238 -0.077
H 6.1657 -1.3773 5.6998 -0.169 -0.215 -0.387 0.078
H 4.9913 -1.5735 6.9562 0.088 -0.332 0.095 0.095
H 4.7845 -0.2867 5.9182 -0.152 0.023 -0.532 0.083
H 3.1666 -2.2338 5.6860 0.004 -0.809 0.033 0.110
H 4.5804 -3.2764 5.0235 -0.425 -0.127 0.620 0.129
H 3.4639 -3.8685 2.8993 0.093 -0.035 0.307 0.089
H 2.2790 -2.7963 2.2803 -0.017 0.661 0.337 0.089
H 2.2006 -3.3237 4.0338 -0.159 0.247 -0.125 0.087
H 2.8159 -0.4547 2.5293 0.133 0.159 -0.025 0.104
H 3.9582 0.2119 3.7312 0.080 -0.095 -0.096 0.125
H 1.7298 0.8752 4.3472 0.338 0.129 0.225 0.087
H 2.2250 -0.3969 5.5396 -0.081 0.404 0.018 0.085
H 1.0660 -0.7062 4.2871 0.275 -0.288 -0.103 0.055
H 5.4485 -3.0651 2.9150 -0.452 -0.065 -0.045 0.124
H 5.9371 -1.5424 3.5595 -0.340 0.353 -0.064 0.118
H 6.0340 -1.5873 0.9196 1.143 -0.008 0.980 0.129
H 5.1407 -0.2714 1.5641 -0.362 0.119 0.350 0.095
H 3.0533 -1.3627 -1.0651 0.090 -0.425 0.346 0.062
H 4.7383 -0.7912 -1.0028 0.153 0.159 -0.277 0.092
H 3.4659 -0.0200 -0.0481 -0.013 0.137 0.138 0.076
C -6.2344 3.3331 6.5317 -0.242 0.659 -0.647 -0.030
C -5.7322 4.5229 5.6706 1.047 -1.082 -0.701 -0.106
N -5.6498 4.2068 4.1506 -1.082 0.809 -0.507 -0.230
C -7.0705 3.9233 3.6024 0.633 0.010 -0.243 0.019
C -5.2251 5.5386 3.5061 2.014 0.367 -0.081 -0.135
C -3.7004 5.9783 3.7754 -1.384 -0.372 -1.115 -0.018
C -4.6661 3.0330 3.9003 -0.931 0.196 -1.339 -0.018
C -4.4612 2.7390 2.3405 -1.181 -0.579 2.275 -0.149
O -5.7010 2.1937 1.8772 -0.596 0.251 -1.280 -0.270
C -5.8231 2.1503 0.4257 0.637 0.206 1.149 -0.061
H -5.6086 2.4429 6.5939 0.657 0.493 0.004 0.064
H -7.1703 2.9498 6.1251 -0.344 0.278 0.148 0.061
H -6.4220 3.7054 7.5389 0.079 -0.095 -0.048 0.098
H -4.6878 4.8010 5.8115 0.106 -0.210 1.058 0.102
H -6.3116 5.4448 5.7207 -0.352 -0.359 0.258 0.133
H -7.0201 3.8553 2.5156 0.119 -0.056 0.293 0.088
H -7.7690 4.7271 3.8347 0.428 0.169 0.442 0.112
H -7.4806 2.9916 3.9920 0.352 0.069 0.047 0.092
H -5.9578 6.3102 3.7425 0.032 -0.246 0.581 0.124
H -5.2867 5.4657 2.4203 -0.204 -0.500 -0.033 0.104
H -3.5022 6.9256 3.2739 -0.640 0.474 0.321 0.061
H -3.1117 5.3597 3.0980 0.406 -0.641 0.676 0.052
H -3.3218 6.0333 4.7961 -0.027 -0.465 -0.005 0.071
H -5.1697 2.2025 4.3949 0.167 -0.221 -0.253 0.110
H -3.7308 3.1912 4.4373 0.100 0.456 0.066 0.119
H -3.7793 1.8976 2.2172 0.867 0.579 0.149 0.100
H -4.1526 3.6721 1.8693 0.023 -0.211 -0.480 0.106
H -6.7754 1.7071 0.1343 0.061 0.150 0.312 0.078
H -5.0062 1.5416 0.0382 0.106 -0.056 -0.271 0.083
H -5.7477 3.1613 0.0252 -0.013 0.044 -0.126 0.092
C 1.0039 -2.8615 -3.6309 0.306 1.584 -0.118 -0.040
C 1.3408 -2.8517 -5.1411 -1.132 0.133 -0.997 -0.131
N 1.6392 -1.4817 -5.8434 1.475 -0.436 1.392 -0.173
C 3.0700 -1.1219 -5.2236 -0.724 1.680 -1.681 0.030
C 1.8613 -1.6008 -7.4358 0.588 -1.254 0.853 -0.079
C 2.9932 -2.6258 -7.9206 -0.940 0.005 0.650 -0.039
C 0.5158 -0.3839 -5.5738 1.327 -0.553 -1.218 -0.036
C -0.9501 -0.8656 -5.7776 1.454 -0.574 1.776 -0.200
O -1.0759 -1.7953 -6.8316 -0.992 0.837 -0.509 -0.207
C -2.4183 -1.7874 -7.3911 -0.018 -0.398 0.985 -0.041
H 0.6288 -3.8064 -3.2380 0.309 -0.214 -0.458 0.075
H 0.2597 -2.1098 -3.3676 -0.342 0.032 -0.312 0.051
H 1.8049 -2.4942 -2.9893 0.423 -0.417 -0.124 0.067
H 0.4812 -3.2030 -5.7119 -0.009 -0.307 0.111 0.111
H 2.1953 -3.4755 -5.4033 -0.091 0.048 0.174 0.110
H 3.8175 -1.9040 -5.3568 -0.617 -0.231 -0.387 0.095
H 3.2029 -0.7511 -4.2073 -1.304 -0.269 0.258 0.092
H 3.3176 -0.2754 -5.8641 0.601 -0.004 0.096 0.085
H 2.0218 -0.5937 -7.8208 0.268 0.034 0.468 0.120
H 0.8782 -1.8987 -7.8004 0.230 -0.153 0.118 0.101
H 2.4912 -3.4258 -8.4647 0.066 0.235 -0.326 0.079
H 3.5311 -3.1847 -7.1549 -0.284 0.294 0.550 0.056
H 3.8166 -2.2277 -8.5136 -0.517 0.509 -0.174 0.085
H 0.6863 0.4093 -6.3017 0.437 -0.139 -0.173 0.121
H 0.7889 0.0324 -4.6042 -0.700 -0.229 0.449 0.101
H -1.5817 0.0228 -5.7855 -0.050 0.112 -0.738 0.133
H -1.1846 -1.3215 -4.8157 -0.509 -0.519 0.055 0.094
H -3.1284 -2.1258 -6.6365 -0.052 -0.047 0.441 0.070
H -2.5216 -2.5376 -8.1751 0.540 0.476 -0.276 0.102
H -2.7533 -0.7821 -7.6466 0.336 -0.045 -0.507 0.099
C -1.7006 9.2570 -2.9382 -0.237 -1.011 0.700 -0.043
C -3.0036 9.5044 -2.1271 1.558 0.039 1.152 -0.099
N -2.6427 9.9667 -0.6494 -1.130 -0.130 -0.617 -0.214
C -3.9939 10.1700 0.1040 0.553 -0.325 -0.559 0.019
C -1.8005 8.9026 0.1600 -1.147 -0.059 -0.387 -0.111
C -2.5688 7.5625 0.3948 -0.438 0.359 -0.064 -0.064
C -1.8495 11.2886 -0.6492 -0.616 -0.733 0.718 -0.061
C -2.2318 12.3575 -1.6691 -0.882 0.162 0.511 -0.160
O -3.6335 12.6380 -1.5837 -0.387 -0.678 -0.144 -0.218
C -4.0812 13.9279 -1.9561 0.234 1.327 0.184 -0.089
H -1.8460 8.6751 -3.8483 -0.614 0.192 -0.095 0.077
H -1.1243 8.5704 -2.3181 0.413 0.125 -0.043 0.060
H -1.0270 10.0699 -3.2095 -0.451 0.314 0.372 0.086
H -3.5050 8.5734 -1.8631 -0.118 -0.026 -0.802 0.096
H -3.6958 10.2274 -2.5586 0.087 0.056 0.295 0.123
H -4.5818 10.9821 -0.3239 0.716 0.320 0.102 0.096
H -3.7589 10.2949 1.1610 -0.041 0.273 -0.150 0.110
H -4.6572 9.3110 0.0024 0.516 -0.379 -0.115 0.089
H -1.5590 9.4049 1.0967 -0.305 -0.026 0.102 0.127
H -0.8168 8.7652 -0.2890 -0.070 0.040 -0.426 0.098
H -3.0283 7.0856 -0.4709 0.675 0.124 -0.645 0.064
H -3.4707 7.6398 1.0021 0.216 0.580 0.530 0.054
H -1.9502 6.8133 0.8888 0.260 0.245 -0.178 0.048
H -0.8050 10.9836 -0.7128 0.185 0.264 -0.226 0.138
H -2.0591 11.6407 0.3609 0.326 0.353 -0.036 0.137
H -1.9523 12.0610 -2.6801 0.068 0.229 -0.073 0.121
H -1.7098 13.2557 -1.3391 0.469 -0.001 -0.305 0.140
H -3.6233 14.6974 -1.3346 0.464 -0.004 0.103 0.091
H -5.1408 14.1132 -1.7802 -0.135 -0.986 0.177 0.093
H -3.9301 14.2387 -2.9899 0.398 -0.549 -0.255 0.093
C -7.3378 -0.6665 1.2116 -0.143 -1.000 0.849 -0.049
C -7.2381 -1.9863 2.1270 1.470 0.680 -1.215 -0.108
N -6.0194 -1.9213 3.1716 -1.758 0.383 -0.525 -0.182
C -5.8000 -3.3550 3.8235 -2.256 1.258 -0.969 0.065
C -4.6648 -1.3708 2.5438 -1.451 -1.240 0.262 -0.084
C -4.1945 -2.1483 1.2617 0.005 -0.048 1.791 -0.043
C -6.6463 -0.8943 4.2133 2.883 -0.122 0.261 -0.067
C -5.9769 -0.8498 5.5988 1.056 -0.476 0.388 -0.185
O -4.5346 -0.8170 5.5664 -0.433 0.262 -0.151 -0.212
C -3.8300 -0.6526 6.8492 -0.691 -0.515 0.267 -0.035
H -8.2935 -0.5941 0.6924 -0.357 -0.406 0.438 0.087
H -6.6487 -0.6348 0.3678 0.541 -0.299 0.419 0.063
H -7.2401 0.2523 1.7898 0.117 -0.175 0.057 0.050
H -7.0584 -2.8470 1.4828 0.198 0.041 -0.001 0.097
H -8.1727 -2.2222 2.6360 0.291 0.344 0.369 0.118
H -5.7712 -4.1033 3.0314 0.538 0.285 -0.130 0.096
H -6.8026 -3.4722 4.2347 0.174 -0.427 0.545 0.101
H -5.0400 -3.4998 4.5913 0.224 0.782 -0.337 0.099
H -4.1111 -1.5542 3.4646 1.055 0.551 -0.594 0.104
H -4.7731 -0.3139 2.3001 -0.289 -0.064 0.442 0.098
H -4.9890 -2.7086 0.7688 -0.152 0.331 -0.120 0.059
H -3.4742 -2.8856 1.6160 0.189 0.032 -0.252 0.047
H -3.6965 -1.4465 0.5926 -0.107 -0.146 -0.040 0.065
H -7.7261 -0.9939 4.3240 0.214 -0.425 -0.163 0.139
H -6.4056 0.0989 3.8341 -0.223 -0.179 -0.673 0.101
H -6.2578 -1.6692 6.2605 -0.416 0.003 0.035 0.131
H -6.3939 0.0970 5.9421 0.040 0.084 0.786 0.116
H -3.9307 -1.5033 7.5232 -0.525 -0.501 -0.354 0.074
H -4.2149 0.1702 7.4517 0.200 0.517 -0.537 0.092
H -2.7535 -0.6172 6.6823 -0.361 0.589 -0.409 0.075
C -2.7351 -2.7365 -2.3248 1.143 -0.829 0.368 -0.038
C -2.5963 -3.9596 -3.2718 -1.495 1.025 -1.019 -0.139
N -3.7038 -5.0254 -3.1880 -0.479 -1.916 0.258 -0.243
C -5.0368 -4.3683 -3.5575 1.244 -0.645 0.583 0.033
C -3.4150 -6.2117 -4.2131 -1.969 -0.863 0.430 -0.076
C -4.5677 -7.3673 -4.1771 1.026 0.739 0.371 -0.034
C -3.8925 -5.5905 -1.7478 1.381 -0.307 0.172 -0.046
C -2.5753 -6.2594 -1.2143 -0.281 0.410 0.366 -0.174
O -1.5466 -5.2963 -1.0322 0.152 0.448 0.349 -0.225
C -1.4012 -4.8919 0.3759 -0.415 -1.560 0.074 -0.047
H -3.6500 -2.1468 -2.2679 -0.374 -0.752 0.052 0.084
H -2.0255 -1.9493 -2.5797 0.398 -0.298 -0.501 0.064
H -2.3392 -3.1088 -1.3799 -0.633 0.474 0.423 0.061
H -1.6116 -4.4218 -3.2017 -0.366 -0.009 0.103 0.111
H -2.8186 -3.6096 -4.2798 0.701 0.040 -0.328 0.108
H -4.9525 -4.0318 -4.5908 -0.118 0.349 0.250 0.113
H -5.0927 -3.6038 -2.7825 -0.676 0.262 -0.635 0.090
H -5.8423 -5.0980 -3.4746 0.166 0.129 0.119 0.105
H -2.3962 -6.5732 -4.0734 -0.237 0.007 0.374 0.115
H -3.4900 -5.8411 -5.2355 0.165 0.627 0.236 0.117
H -5.5135 -6.9975 -4.5732 0.132 0.162 0.073 0.073
H -4.7565 -7.8456 -3.2160 0.135 0.489 0.279 0.068
H -4.3283 -8.2446 -4.7781 0.559 0.411 -0.433 0.086
H -4.7094 -6.3108 -1.7032 0.037 0.124 -0.474 0.125
H -4.1892 -4.7307 -1.1472 0.234 -0.002 0.077 0.117
H -2.3146 -7.1280 -1.8190 0.607 0.564 -1.044 0.122
H -2.6291 -6.8495 -0.2994 -1.155 0.516 0.602 0.133
H -1.0111 -5.7707 0.8893 0.419 0.098 0.182 0.092
H -2.3589 -4.7441 0.8750 -0.307 0.357 -0.368 0.078
H -0.7621 -4.0328 0.5804 -0.028 -0.016 -0.788 0.079
C -3.1568 4.3457 -3.5419 -0.041 -1.233 -0.059 -0.096
C -1.9577 3.4677 -3.9646 0.073 1.504 0.741 -0.248
C -0.6515 4.0883 -3.4324 -0.471 0.343 -0.809 -0.241
C 0.4982 3.3326 -4.0391 0.825 -0.721 -0.733 -0.288
P 2.1691 3.8768 -3.6047 0.066 0.698 3.331 1.056
C 2.1035 4.2880 -1.7530 0.735 -0.334 -0.289 -0.204
C 3.4404 4.3117 -0.8902 -0.961 -0.217 -0.152 -0.200
C 3.7113 2.9087 -0.3535 1.007 0.385 0.410 -0.248
C 4.9409 2.7106 0.5905 -1.312 0.260 -0.099 -0.066
C 3.3644 2.5884 -4.0203 -0.608 0.239 -0.881 -0.262
C 4.7503 3.1256 -4.3841 0.882 -0.173 0.827 -0.245
C 5.7741 2.0195 -4.6438 0.408 -0.528 -1.183 -0.270
C 7.2218 2.5517 -4.8436 -1.385 0.387 0.466 -0.075
C 2.4962 5.4472 -4.3897 -1.746 -1.790 -0.424 -0.292
C 3.4524 6.3598 -3.7476 1.726 1.847 -0.805 -0.235
C 3.1702 7.8764 -4.0444 -0.573 -0.788 0.520 -0.228
C 3.4400 8.3567 -5.4667 -0.057 -0.124 0.160 -0.091
H -3.1957 4.4640 -2.4590 -0.236 -0.076 0.047 0.060
H -4.0238 3.8146 -3.9347 -0.457 0.254 0.441 0.070
H -3.1750 5.3368 -3.9952 0.399 -0.069 -0.098 0.076
H -2.0343 3.4625 -5.0519 0.682 -0.135 -0.170 0.109
H -1.9562 2.4339 -3.6191 -0.615 -0.095 0.165 0.098
H -0.5866 4.1436 -2.3457 -0.251 -0.604 0.042 0.085
H -0.6649 5.1418 -3.7114 0.272 0.143 -0.339 0.113
H 0.4348 3.2780 -5.1259 0.017 0.846 -0.451 0.102
H 0.4081 2.2581 -3.8791 0.208 -0.192 1.122 0.069
H 1.3586 3.5802 -1.3893 0.426 -0.626 0.391 0.053
H 1.6232 5.2312 -1.4924 -0.119 0.467 -1.078 0.073
H 3.2363 5.0210 -0.0882 -0.165 -0.184 0.347 0.095
H 4.2842 4.8138 -1.3634 0.080 -0.440 -0.491 0.102
H 3.9152 2.2499 -1.1976 -0.336 -0.198 -0.151 0.082
H 2.7816 2.6008 0.1250 0.068 -0.377 0.052 0.103
H 4.9312 1.6517 0.8489 0.613 -0.124 -0.334 0.025
H 4.8469 3.1821 1.5688 -0.112 0.505 -0.173 0.077
H 5.8509 3.0642 0.1057 0.103 -0.346 0.138 0.080
H 2.8933 2.1986 -4.9226 0.021 -0.198 -0.512 0.078
H 3.2705 1.7419 -3.3400 0.360 0.241 0.494 0.084
H 5.1419 3.7702 -3.5971 -0.098 -0.013 0.361 0.105
H 4.7438 3.7894 -5.2487 -0.386 -0.115 -0.197 0.120
H 5.4132 1.4734 -5.5154 0.055 -0.248 -0.290 0.092
H 5.8461 1.2755 -3.8506 -0.359 0.138 0.366 0.101
H 7.3658 3.2053 -5.7039 -0.288 0.014 -0.003 0.079
H 7.9994 1.7891 -4.8875 -0.231 -0.003 0.341 0.077
H 7.2260 3.1566 -3.9369 1.356 0.211 -0.009 0.073
H 1.4711 5.7947 -4.2615 -0.294 0.650 -0.503 0.092
H 2.6451 5.1205 -5.4189 0.132 0.858 -0.442 0.111
H 4.4066 6.1645 -4.2370 0.520 -0.187 0.580 0.114
H 3.5143 6.2270 -2.6675 0.057 0.018 -0.209 0.075
H 3.6862 8.4651 -3.2860 0.027 0.027 -0.175 0.100
H 2.1104 7.9621 -3.8047 -0.185 0.583 0.048 0.095
H 4.4744 8.1826 -5.7629 0.017 -0.187 -0.090 0.076
H 3.2748 9.4267 -5.5934 -0.053 0.022 0.332 0.079
H 2.7553 7.8836 -6.1706 0.136 -0.223 -0.191 0.065
C 6.0511 -12.1120 2.5291 1.284 -0.487 0.594 -0.112
C 4.9169 -11.1365 2.5384 0.346 0.384 -0.909 -0.251
C 4.5628 -10.7778 1.0886 -0.166 0.762 -0.688 -0.227
C 5.5496 -9.8032 0.3417 -0.315 0.206 0.748 -0.248
P 4.9311 -9.0801 -1.2513 2.007 -1.297 0.298 1.043
C 6.2928 -8.2239 -2.0950 0.154 -0.149 1.312 -0.262
C 6.8231 -6.9833 -1.3761 -0.943 0.627 -1.087 -0.222
C 6.1334 -5.7431 -1.9795 0.992 -1.556 -0.165 -0.294
C 6.3090 -4.6039 -1.0964 -0.345 3.344 0.494 -0.137
C 4.6292 -10.4886 -2.3813 -1.827 0.407 0.708 -0.287
C 5.6717 -11.5679 -2.4996 1.204 -0.255 0.275 -0.251
C 5.1394 -12.8656 -3.1503 0.073 0.758 -0.177 -0.225
C 4.9103 -12.7919 -4.6731 -0.400 0.041 0.222 -0.093
C 3.4701 -8.0660 -0.8695 -0.444 0.420 0.384 -0.245
C 3.5463 -7.1368 0.3670 0.747 0.627 -0.124 -0.220
C 2.3369 -6.2108 0.5346 -0.960 0.266 0.483 -0.229
C 2.2188 -4.9865 -0.3938 0.602 -0.354 -0.421 -0.079
H 6.4955 -12.1855 3.5217 -0.089 -0.269 0.064 0.086
H 6.8950 -11.8594 1.8872 -0.048 0.380 -0.189 0.070
H 5.7537 -13.1100 2.2073 -0.246 0.005 0.131 0.087
H 5.1492 -10.1971 3.0399 0.214 -0.048 0.287 0.111
H 4.1087 -11.6081 3.0974 -0.386 0.267 -0.372 0.120
H 3.6323 -10.2103 1.0988 -0.497 -0.389 -0.148 0.093
H 4.4868 -11.6824 0.4851 -0.400 -0.068 0.025 0.105
H 6.5695 -10.1752 0.2447 -0.095 -0.332 -0.489 0.097
H 5.6997 -8.9542 1.0086 -0.107 0.380 0.017 0.082
H 5.8332 -8.0814 -3.0731 0.531 0.482 -0.293 0.102
H 7.1569 -8.8843 -2.1674 -0.494 -0.708 -0.272 0.107
H 7.8953 -6.8672 -1.5340 -0.012 -0.110 -0.110 0.126
H 6.7111 -7.0050 -0.2920 -0.285 -0.227 0.053 0.105
H 5.0904 -5.8427 -2.2800 -0.323 -0.535 0.491 0.097
H 6.6169 -5.5807 -2.9428 0.194 0.256 -0.066 0.124
H 5.8075 -3.7822 -1.6077 0.015 0.567 0.125 0.074
H 7.3167 -4.2276 -0.9197 0.297 -0.484 -0.265 0.095
H 5.8453 -4.5801 -0.1102 -0.239 -0.773 0.059 0.071
H 4.2301 -10.1967 -3.3527 0.088 0.401 -0.025 0.109
H 3.7737 -10.8918 -1.8394 -0.455 -0.565 -0.167 0.086
H 6.0120 -11.8080 -1.4923 0.096 -0.149 0.112 0.100
H 6.5446 -11.1541 -3.0044 0.117 -0.194 -0.258 0.112
H 4.2335 -13.0264 -2.5658 -0.334 -0.581 -0.412 0.105
H 5.7841 -13.7293 -2.9878 0.248 0.361 0.455 0.114
H 5.5784 -12.1052 -5.1929 0.247 0.049 0.229 0.074
H 3.8985 -12.4714 -4.9217 -0.072 -0.088 -0.040 0.067
H 5.0802 -13.7753 -5.1114 -0.193 0.076 -0.039 0.078
H 2.6542 -8.7780 -0.7452 -0.209 -0.016 -0.217 0.099
H 3.2393 -7.3375 -1.6468 -0.010 -0.626 -0.676 0.085
H 4.3717 -6.4633 0.1364 0.429 -0.016 0.432 0.085
H 3.7663 -7.6723 1.2906 -0.059 -0.023 -0.061 0.111
H 2.1979 -5.8335 1.5477 0.922 0.019 0.361 0.103
H 1.4280 -6.8125 0.5363 -0.281 -0.187 -0.795 0.102
H 1.2794 -4.4515 -0.2541 -0.100 -0.346 -0.308 0.047
H 2.4074 -5.2770 -1.4273 -0.739 -0.149 -0.389 0.057
H 2.9761 -4.2074 -0.3060 0.392 -0.125 0.881 0.062
C -0.7589 -2.9328 5.6141 1.750 -0.346 3.392 -0.467
O -1.3684 -4.1444 6.1378 -1.127 -0.457 -0.967 -0.128
O 0.3731 -2.7453 6.3470 -0.548 0.279 -3.183 -0.199
C -0.7959 -3.1400 4.0173 -1.010 -2.144 2.962 -0.522
F 0.0250 -4.1216 3.5862 0.015 0.087 -0.407 0.105
F -2.0911 -3.5648 3.6513 0.820 0.556 -0.301 0.043
F -0.5475 -2.0575 3.3473 0.300 1.212 -1.111 0.144
C -2.3927 -4.1911 7.1494 1.008 1.262 -0.835 -0.257
C -3.2094 -5.4004 6.8655 -0.485 -0.761 0.960 -0.082
H -4.0041 -5.1808 6.1525 0.341 -0.275 -0.560 0.052
H -2.5510 -6.2316 6.6130 -0.256 0.021 -0.430 0.085
H -3.7571 -5.7166 7.7532 0.016 0.007 0.267 0.077
H -3.0656 -3.3346 7.1079 0.133 0.429 -0.210 0.082
H -1.9331 -4.1426 8.1366 0.110 -0.379 0.063 0.127
H -1.3957 -2.0662 5.7918 -1.002 0.279 -0.403 0.099
C -1.7569 3.4435 7.2020 2.646 3.024 -4.568 -0.429
O -2.0075 2.3004 6.3229 -1.389 -0.572 -0.286 -0.133
O -1.9899 4.6423 6.4915 -0.560 -2.455 1.981 -0.243
C -2.2194 3.3303 8.6164 -2.577 -0.998 -0.486 -0.634
F -2.3269 2.0765 9.0594 0.630 -1.642 0.020 0.132
F -1.4501 3.9444 9.4654 0.767 1.136 0.462 0.198
F -3.4897 3.7612 8.7502 -0.681 1.110 0.088 0.112
C -1.1609 2.1797 5.1724 -1.262 -0.908 1.075 -0.255
C -1.6396 0.9481 4.4185 0.886 0.274 -0.675 -0.069
H -0.9471 0.9134 3.5775 0.470 -0.672 -0.136 0.057
H -1.6338 0.0097 4.9729 -0.120 0.145 -0.132 0.057
H -2.5591 1.1350 3.8638 -0.577 -0.125 0.645 0.041
H -0.1311 2.0581 5.5083 0.234 0.097 -0.039 0.113
H -1.2066 2.9280 4.3811 -0.089 1.097 0.635 0.102
H -0.6849 3.2770 7.3079 0.891 0.429 0.524 0.128
C 0.0080 0.4308 -0.9786 0.477 1.161 -3.006 -0.466
O -0.1100 1.7536 -0.4741 1.195 0.681 1.053 -0.143
O 0.9467 0.4651 -1.9697 -0.217 -1.190 1.495 -0.224
C 0.0860 -0.6914 0.1598 -0.590 0.795 0.204 -0.494
F 0.5509 -0.3037 1.3593 1.159 0.184 -0.544 0.130
F -1.1661 -1.0997 0.5092 -0.595 -0.292 -0.782 0.079
F 0.7343 -1.8051 -0.2530 0.016 0.365 0.237 0.104
C -1.3063 2.3500 0.0019 1.903 0.343 0.612 -0.232
C -0.8795 3.7641 0.5055 -1.118 -0.804 0.071 -0.047
H -1.6889 4.0890 1.1591 -0.090 0.321 0.096 0.048
H -0.0108 3.6500 1.1539 0.119 0.059 -0.247 0.090
H -0.7397 4.5463 -0.2407 0.196 -0.243 -0.122 0.049
H -1.5852 1.8321 0.9195 -0.769 -0.288 -0.104 0.098
H -2.0457 2.3374 -0.7989 -0.471 0.074 0.122 0.106
H -0.9519 0.3471 -1.4882 -1.143 -1.205 0.252 0.115
C 2.3380 8.4344 -0.5256 -1.849 4.398 -0.656 -0.388
O 1.4658 8.4337 0.6823 0.796 -1.840 1.114 -0.127
O 1.8712 9.5708 -1.2628 2.052 -3.723 1.697 -0.262
C 3.8674 8.3868 -0.0213 -2.265 1.416 -0.807 -0.614
F 4.0966 7.4352 0.8336 -0.310 -2.200 2.396 0.146
F 4.6699 8.0170 -1.0251 0.700 0.892 -1.464 0.121
F 4.2519 9.5079 0.5797 0.292 0.296 -0.707 0.170
C 1.1658 7.1227 1.2427 -0.862 0.733 -0.813 -0.266
C 0.2106 7.1473 2.4517 0.685 0.215 -0.199 -0.058
H 0.7016 7.5900 3.3183 0.091 -0.035 -0.027 0.090
H -0.7371 7.6750 2.3448 0.155 0.049 -0.304 0.038
H -0.0015 6.1066 2.6971 -0.130 -0.083 0.148 0.068
H 1.9590 6.4236 1.5077 0.870 0.709 0.233 0.099
H 0.7262 6.5903 0.3993 -0.753 -0.420 -0.295 0.076
H 2.1943 7.4879 -1.0467 -0.102 -0.753 -0.261 0.095